Entry 1:
103
Properties=species:S:1:pos:R:3:forces:R:3 method="wB97M-V/def2-TZVPD" charge=0 e_homo_ev=-6.09 homo_lumo_gap_ev=5.8
Ir 0.0178 0.0108 -0.0088 0.02 0.17 -0.13
C 1.0426 4.1760 0.4282 -0.08 -0.03 -0.02
Si 2.2723 2.9036 -0.2701 0.12 -0.08 0.03
C 3.9401 3.7126 0.1538 0.07 0.02 0.01
C 2.2743 3.0221 -2.1630 -0.09 -0.01 0.06
C 2.0916 1.1295 0.4189 -0.10 -0.15 -0.06
Si 3.6934 0.2922 -0.1632 -0.01 0.16 0.04
C 4.5425 0.9515 -1.7353 0.04 0.03 0.02
C 3.5675 -1.5057 -0.7413 -0.05 -0.02 -0.12
C 5.0754 0.5164 1.1150 0.00 -0.01 0.04
Si 1.8896 1.4623 2.2415 0.05 0.01 -0.05
C 2.6914 2.9800 3.0392 -0.02 0.05 0.00
C 2.1434 0.2358 3.6513 0.01 -0.11 -0.12
C 0.0114 1.6323 2.4851 0.10 -0.10 -0.09
C -0.6183 2.3971 3.4600 0.05 -0.04 0.11
C -1.9618 2.2220 3.7334 0.02 0.01 0.06
C -2.6469 1.2319 3.0501 -0.05 -0.07 -0.03
C -1.9894 0.5067 2.0771 0.14 -0.08 0.01
N -0.6973 0.7361 1.7616 -0.31 0.11 -0.04
H 0.3633 4.5163 -0.3513 0.03 0.01 -0.02
H 1.6060 5.0375 0.7952 -0.02 0.00 -0.01
H 0.4362 3.8145 1.2606 0.02 0.02 -0.02
H 3.9040 4.7281 -0.2567 -0.02 -0.01 -0.02
H 4.8100 3.2224 -0.2808 -0.07 0.06 0.03
H 4.1193 3.8061 1.2221 0.02 0.06 -0.07
H 1.8053 3.9539 -2.4836 -0.09 -0.05 0.00
H 1.7503 2.1785 -2.6126 -0.05 -0.01 -0.10
H 3.2927 3.0114 -2.5444 -0.02 0.05 0.01
H 3.9100 0.8601 -2.6167 -0.03 -0.04 -0.08
H 5.3885 0.2696 -1.8782 -0.01 0.00 0.01
H 4.9400 1.9632 -1.7097 0.00 -0.09 -0.02
H 2.6124 -1.9804 -0.5228 0.00 -0.01 0.00
H 4.3603 -2.1130 -0.3044 0.01 0.07 -0.07
H 3.7289 -1.5158 -1.8206 -0.08 -0.04 -0.05
H 5.3874 1.5637 1.1122 0.01 -0.02 0.01
H 5.9502 -0.0870 0.8546 -0.03 -0.01 -0.01
H 4.7952 0.2620 2.1388 0.03 0.02 -0.03
H 3.7781 2.8630 3.0246 -0.02 -0.02 0.06
H 2.3932 3.0079 4.0911 -0.01 -0.01 -0.01
H 2.4528 3.9438 2.5930 0.01 -0.05 0.03
H 3.1783 -0.0588 3.8156 0.04 0.01 0.01
H 1.5312 -0.6597 3.5663 0.01 -0.02 -0.02
H 1.8075 0.7796 4.5395 0.00 -0.04 0.00
H -0.0309 3.1189 4.0140 -0.01 0.01 -0.03
H -2.4589 2.8212 4.4857 0.00 0.01 -0.01
H -3.6881 1.0189 3.2482 0.01 -0.01 0.01
H -2.4800 -0.2652 1.5039 -0.02 0.04 -0.04
C -4.8698 -0.5193 -0.6091 0.03 0.04 0.01
Si -3.2515 -0.4569 -1.5861 0.12 0.02 -0.10
C -3.2580 -1.5103 -3.1600 0.01 -0.02 -0.01
C -3.4008 1.2574 -2.3752 0.17 0.04 0.10
N -1.8848 -0.8071 -0.5430 -0.26 -0.35 0.09
C -1.9542 -2.1520 -0.1222 0.26 -0.06 0.12
C -3.0081 -3.0309 -0.4295 0.01 0.14 0.06
C -3.1181 -4.3083 0.0950 -0.04 -0.08 -0.01
C -2.1555 -4.7488 0.9745 -0.02 -0.06 0.03
C -1.0757 -3.9285 1.2593 -0.03 0.07 -0.04
C -0.8887 -2.6618 0.6773 -0.09 0.25 -0.12
N 0.2875 -1.8912 0.8303 0.12 -0.18 -0.04
Si 1.4710 -2.8330 1.7579 -0.06 0.07 -0.03
C 3.2111 -2.1863 2.0511 -0.06 0.07 0.16
C 0.8232 -3.1556 3.5238 -0.01 0.02 0.00
C 1.7831 -4.4734 0.8393 0.03 0.01 -0.03
H -5.7250 -0.7326 -1.2571 0.02 0.00 -0.01
H -5.0416 0.4644 -0.1605 -0.01 -0.01 -0.01
H -4.8640 -1.2573 0.1912 0.00 0.00 0.02
H -3.8407 -1.0133 -3.9398 0.02 0.01 0.00
H -3.6358 -2.5263 -3.0608 0.01 0.04 -0.02
H -2.2232 -1.5827 -3.5099 -0.01 0.03 -0.01
H -4.3426 1.1762 -2.9245 -0.01 0.04 0.03
H -2.6284 1.4780 -3.1131 0.03 0.03 -0.01
H -3.5123 2.0957 -1.6822 -0.01 0.02 -0.02
H -3.8050 -2.7217 -1.0842 0.01 -0.02 0.07
H -3.9611 -4.9301 -0.1794 0.00 0.01 0.01
H -2.2203 -5.7245 1.4397 -0.01 0.00 0.00
H -0.3575 -4.3272 1.9530 -0.05 0.00 -0.06
H 3.3598 -1.1468 1.7951 0.00 -0.04 0.10
H 3.9297 -2.7819 1.4938 -0.02 0.01 0.06
H 3.4431 -2.2944 3.1116 -0.02 0.01 0.01
H -0.1261 -2.6389 3.6871 -0.01 -0.03 0.01
H 1.5349 -2.8018 4.2726 -0.01 0.02 -0.03
H 0.6508 -4.2159 3.7247 0.02 0.01 0.00
H 1.1435 -4.5672 -0.0411 0.01 -0.01 0.02
H 1.5854 -5.3476 1.4648 0.03 0.01 0.01
H 2.8250 -4.5273 0.5164 0.01 0.01 -0.02
O 0.1931 -0.6474 -2.0870 0.40 0.91 -0.21
N 1.0668 -1.3619 -2.7682 -0.35 -0.59 0.33
C 1.0005 -2.6988 -2.6084 0.13 -0.01 0.08
C 1.7954 -3.5287 -3.3649 0.03 0.03 0.07
C 2.6622 -2.9776 -4.2968 0.03 -0.01 -0.03
C 2.6955 -1.6015 -4.4518 0.00 0.02 -0.02
C 1.8785 -0.8056 -3.6765 -0.02 0.03 0.04
H 0.2885 -3.0177 -1.8571 0.02 0.00 0.01
H 1.7261 -4.5956 -3.2104 0.01 0.00 -0.01
H 3.2996 -3.6117 -4.8972 -0.01 0.01 0.00
H 3.3478 -1.1282 -5.1714 0.00 -0.01 0.00
H 1.8226 0.2684 -3.7460 0.02 0.05 0.04
N -0.7190 2.9194 -1.7819 0.30 -0.01 0.00
N -0.8925 1.9371 -0.7550 -0.19 -0.53 0.19
H -1.6343 3.1707 -2.1314 -0.10 0.01 -0.09
H -0.2142 2.4833 -2.5379 0.09 -0.09 -0.10
H -1.6925 1.3676 -0.9931 -0.35 0.12 0.07
H -1.1316 2.4306 0.0991 0.17 0.15 -0.01



Entry 2:
43
Properties=species:S:1:pos:R:3:forces:R:3 method="wB97M-V/def2-TZVPD" charge=0 e_homo_ev=-9.05 homo_lumo_gap_ev=9.4
C 5.6081 -2.4896 1.2830 2.57 -2.65 -3.16
C 5.0284 -3.3496 2.2253 12.84 -0.87 6.51
H 5.5467 -4.3489 2.0965 0.25 0.77 0.82
H 5.1642 -2.9751 3.2770 0.54 -0.27 -0.42
O 3.8858 -3.5854 2.0369 -15.53 -4.50 -3.76
C 2.8381 -2.9276 2.5069 0.94 1.29 -0.54
O 3.0148 -2.0022 3.2591 -0.55 -0.02 0.38
C 1.5430 -3.3425 1.9054 -2.93 -4.05 3.26
C 0.4728 -2.3753 2.3614 -2.83 -2.19 1.23
H 0.4925 -2.0691 3.4821 0.09 -0.74 -2.04
H -0.6230 -2.9761 2.1349 2.82 1.87 0.67
C 0.5909 -1.1548 1.4971 -6.88 2.13 11.44
N 0.4874 -1.2108 0.2682 -0.86 -3.61 -15.61
C -0.6458 -1.0900 -0.7395 2.63 2.23 6.64
O -0.5320 -1.3857 -1.8662 -0.69 -0.82 -1.93
C -1.7430 -0.1875 -0.0764 7.34 7.30 -5.60
N -2.3846 0.5807 -1.1890 -0.80 -5.14 -2.43
S -1.4503 1.6866 -1.9242 -4.97 0.65 -8.33
O -0.1202 1.7463 -1.6462 6.03 -0.56 2.92
O -1.7182 1.6364 -3.4035 -0.35 -0.30 3.66
C -2.1513 3.1386 -1.3496 -1.88 -2.48 -5.52
C -3.2188 3.7278 -1.9003 -2.68 4.05 -5.70
C -3.7065 4.8441 -1.1334 0.43 -0.49 4.30
C -3.2015 4.7077 0.2340 0.94 0.77 -3.45
S -1.8154 3.5853 0.0586 0.54 3.42 9.23
H -3.3394 5.5387 0.9703 0.55 -1.30 -0.41
H -4.3483 5.7864 -1.2107 0.58 -2.01 -0.97
H -3.4731 3.7579 -3.1197 0.71 -0.89 3.62
H -2.5153 -0.3019 -1.9439 0.14 3.54 1.63
H -1.3568 0.7316 0.4606 0.09 -2.11 0.66
H -2.4253 -0.6802 0.2826 -7.04 -5.02 4.67
C 1.5723 -2.2007 -0.2995 -3.65 -1.13 -2.76
C 1.3321 -3.6016 0.4199 6.73 3.85 1.29
H 2.2404 -4.1738 0.2358 -0.43 -0.68 -1.00
H 0.4564 -4.0652 0.2718 -3.08 -1.48 -0.98
H 1.2514 -2.4850 -1.5138 1.43 1.59 3.57
H 2.5249 -1.6698 -0.1634 -0.04 -0.81 -0.15
H -0.5401 -0.5359 1.9879 3.50 -0.95 -1.30
H 1.4139 -0.6362 1.7699 2.74 2.06 1.49
H 1.2536 -4.5273 2.4518 1.13 3.36 -1.24
H 6.5989 -2.3088 1.5804 1.87 -0.32 -0.23
H 5.4911 -3.1240 0.3494 0.41 1.99 0.22
H 5.2376 -1.5879 1.4113 -2.58 4.49 -0.70



Entry 3:
28
Properties=species:S:1:pos:R:3:forces:R:3 method="wB97M-V/def2-TZVPD" charge=0 spin_multiplicity=3 e_homo_ev="-4.05 / -8.19" homo_lumo_gap_ev="4.4 / 3.9"
C -3.3842 0.6018 0.4311 -1.28 1.29 0.50
C -2.8537 1.8067 -0.0635 2.74 -1.60 -0.04
C -2.5346 -0.3637 0.9066 2.00 -0.75 -0.28
C -1.4770 1.9187 -0.1783 -1.04 2.45 -1.15
C -1.1725 -0.2294 0.9322 1.16 -0.54 1.18
C -0.6290 0.9693 0.4104 1.55 1.87 -0.80
C -0.0908 -1.2689 1.2582 -2.54 -0.24 -0.77
C 0.3836 -1.7299 -0.1267 -1.46 0.50 -1.35
C 1.9081 0.1290 -0.4439 2.74 -1.68 -2.22
N 0.8328 -0.6264 -1.0067 -0.80 1.29 0.91
N 2.6313 0.7796 -1.4869 -3.61 -2.28 -2.56
N 2.7170 -0.5833 0.4701 -0.38 0.31 1.47
O 1.2028 2.7754 -0.2204 1.02 -2.01 1.34
O 1.2163 1.5171 2.0280 2.29 -0.27 -1.06
S 1.0769 1.5264 0.5681 -6.62 3.15 1.44
H -4.4102 0.6114 0.7268 -0.69 -0.44 -0.20
H -3.4420 2.5495 -0.4662 -1.32 1.51 -0.75
H -2.8087 -1.3667 1.0436 -1.09 -1.23 0.76
H -1.0404 2.7951 -0.7472 -0.59 -1.06 0.98
H 0.5595 -0.8295 1.9812 1.18 0.39 -0.10
H -0.4360 -2.1448 1.8028 -0.56 -0.19 -0.19
H 1.0927 -2.5140 -0.1209 1.17 -0.65 0.11
H -0.4973 -2.1091 -0.7130 0.59 0.11 0.95
H -0.0309 0.0623 -1.2336 2.15 -1.71 0.70
H 3.1103 1.5991 -1.2970 0.83 1.91 0.80
H 1.8823 0.9325 -2.2789 2.41 -0.17 1.74
H 3.7038 -0.7610 0.3129 -0.38 0.51 -0.37
H 2.4649 -0.3951 1.4601 0.53 -0.46 -1.05



Entry 4:
6
Properties=species:S:1:pos:R:3:forces:R:3 method="wB97M-V/def2-TZVPD" charge=+1 spin_multiplicity=7 e_homo_ev="-14.14 / -16.68" homo_lumo_gap_ev="9.2 / 6.3"
H -0.6688 -1.7672 0.1323 1.26 0.42 -0.37
O 0.1126 1.0700 0.1189 1.19 1.19 -1.23
O -1.8773 -0.0058 -0.0108 1.39 1.46 -1.41
O 0.0332 -1.0783 -0.0904 -0.28 -0.91 -0.85
C -0.6709 0.1208 -0.1853 -3.24 -2.32 3.56
Fe 1.8297 0.0729 0.0989 -0.31 0.16 0.30



| no. | DFT total energy (eV) |
| --- | --- |
| 1 | -86321.920 |
| 2 | -49718.370 |
| 3 | -28937.130 |
| 4 | -41570.092 |